Entry A
{
  "formula": "CH3N3",
  "method": "ωB97M-V with the def2-TZVPD basis set",
  "lumo_ev": [0.71, 1.02],
  "mol_weight_g_mol": 57.1,
  "gap_ha": [0.2903, 0.3356],
  "species": ["C", "N", "N", "N", "H", "H", "H"],
  "coordinates": [[-1.1096, 0.5310, 0.3952], [1.7299, 0.6630, 0.0272], [-1.6137, 0.1492, -0.6317], [1.8607, -0.4838, -0.1726], [-1.2211, 0.4923, 1.4637], [-2.4420, -0.4313, -0.7789], [2.7958, -0.9203, -0.3030]]
}

***

Entry B
{
  "formula": "CH3N3",
  "method": "ωB97M-V with the def2-TZVPD basis set",
  "lumo_ev": [-0.84, -0.84],
  "mol_weight_g_mol": 57.1,
  "gap_ha": [0.3327, 0.3326],
  "species": ["C", "N", "N", "N", "H", "H", "H"],
  "coordinates": [[0.6191, 0.3623, 0.2643], [0.8602, -0.3948, 1.2519], [-0.4880, -0.2946, -0.2898], [-0.3190, -1.1003, 0.9230], [1.9631, 1.5781, -0.4919], [-1.3590, -0.1076, -0.6368], [0.0184, -1.9763, 0.6738]]
}

***

The data favor entry A; the next most stable structure lies 56.6 kcal/mol above it.

***

Entry A
{
  "formula": "C6H8S",
  "method": "ωB97M-V with the def2-TZVPD basis set",
  "lumo_ev": 0.96,
  "mol_weight_g_mol": 112.2,
  "gap_ha": 0.3477,
  "species": ["C", "C", "C", "C", "C", "C", "S", "H", "H", "H", "H", "H", "H", "H", "H"],
  "coordinates": [[-1.6073, 0.8065, -0.8754], [-0.2926, 0.0273, -0.5334], [-0.3452, -1.0803, 0.4784], [1.0633, -1.0318, 1.1475], [1.7636, 0.0327, 0.6888], [1.0450, 0.7216, -0.3697], [0.8704, -0.1814, -1.9401], [-2.4572, 0.1021, -0.7727], [-1.6984, 1.7179, -0.2345], [-1.7626, 1.1602, -1.8765], [-0.4968, -2.1281, 0.0967], [-1.0622, -0.7895, 1.2862], [1.3027, -1.5474, 2.0123], [2.5634, 0.3860, 1.3013], [1.1138, 1.8042, -0.4089]]
}

***

Entry B
{
  "formula": "C6H8S",
  "method": "ωB97M-V with the def2-TZVPD basis set",
  "lumo_ev": [0.34, 0.40],
  "mol_weight_g_mol": 112.2,
  "gap_ha": [0.3067, 0.2977],
  "species": ["C", "C", "C", "C", "C", "C", "S", "H", "H", "H", "H", "H", "H", "H", "H"],
  "coordinates": [[0.6326, -1.3211, -0.5823], [-0.5077, -1.5755, 0.0181], [0.7975, 1.3564, -0.5113], [1.4130, -0.0111, -0.2269], [-1.3296, -0.4826, 0.7433], [0.8483, 0.8897, 0.8437], [-2.4481, 0.2983, -0.2746], [1.0073, -2.1764, -1.2490], [-1.0854, -2.4495, -0.3759], [1.3890, 2.2314, -0.8121], [-0.0796, 1.3003, -0.9859], [2.4815, -0.1179, -0.4783], [-1.6028, -0.6422, 1.7168], [1.1369, 1.2817, 1.8270], [-2.6530, 1.4186, 0.3474]]
}

***

Entry C
{
  "formula": "C6H8S",
  "method": "ωB97M-V with the def2-TZVPD basis set",
  "lumo_ev": 0.38,
  "mol_weight_g_mol": 112.2,
  "gap_ha": 0.3276,
  "species": ["C", "C", "C", "C", "C", "C", "S", "H", "H", "H", "H", "H", "H", "H", "H"],
  "coordinates": [[-0.9108, 1.9240, 0.0147], [-0.5472, 0.4803, -0.0003], [-1.2794, -0.5980, 0.2776], [-0.4909, -1.8106, 0.1945], [0.7665, -1.5413, -0.2042], [0.9134, -0.0512, -0.4502], [2.8540, 0.2526, -0.0532], [-0.1774, 2.5506, 0.4674], [-1.6229, 2.0453, 0.7409], [-1.3218, 2.2930, -0.8320], [-2.4220, -0.4886, 0.3567], [-0.8365, -2.8222, 0.4978], [1.4912, -2.1218, -0.5516], [0.8585, 0.4160, -1.4656], [2.7252, -0.5283, 1.0074]]
}

***

The data favor entry A; the next most stable structure lies 29.7 kcal/mol above it.